Entry from the Open Molecules 2025 dataset: 7 unconnected molecules or ions with the total composition C26H72B2NO30P6 at a distorted geometry (ωB97M-V/def2-TZVPD).

ORCA input file:
```
! RIJCOSX wB97M-V def2-TZVPD def2/J DEFGRID3
* xyz -1 1
C 1.96 1.91 2.09
C 2.12 3.20 1.12
O 1.68 4.42 1.74
C 1.20 5.39 0.78
C -0.30 5.93 1.13
C -1.30 4.77 1.59
C -2.16 5.40 2.82
O -2.87 6.42 2.54
O -2.11 4.92 4.11
N -2.30 4.34 0.56
B -1.68 4.06 -0.78
C -0.78 2.78 -1.17
O -1.93 5.05 -1.83
B -2.98 3.06 0.93
O -2.86 2.39 2.18
O -3.80 2.42 -0.09
C -5.14 2.97 -0.10
H 1.25 1.14 1.62
H 1.51 2.20 3.11
H 2.99 1.45 2.26
H 1.57 2.93 0.16
H 3.23 3.33 0.83
H 1.88 6.32 0.87
H 1.27 4.99 -0.30
H -0.15 6.61 2.05
H -0.71 6.62 0.31
H -0.76 3.87 2.04
H 0.19 3.19 -1.65
H -1.28 2.17 -2.01
H -0.44 2.14 -0.29
H -1.05 5.13 -2.26
H -3.46 1.61 2.22
H -5.21 3.72 0.77
H -5.33 3.46 -1.12
H -5.90 2.11 0.02
C 0.82 -4.03 -2.15
O 1.16 -2.65 -2.08
P 0.49 -1.65 -1.03
O 0.61 -0.23 -1.41
O 1.16 -1.98 0.39
C 1.16 -3.29 0.92
O -1.02 -2.15 -0.87
C -1.92 -1.27 -0.21
H 0.88 -4.34 -3.20
H 1.53 -4.62 -1.58
H -0.19 -4.23 -1.80
H 2.07 -3.81 0.60
H 0.28 -3.85 0.62
H 1.17 -3.22 2.01
H -1.41 -0.71 0.59
H -2.72 -1.85 0.24
H -2.34 -0.57 -0.93
C 1.34 7.97 7.89
O 2.33 7.91 6.88
P 2.65 6.57 6.05
O 3.98 6.57 5.42
O 1.46 6.41 5.00
C 0.09 6.41 5.42
O 2.42 5.37 7.10
C 2.89 4.09 6.70
H 1.68 8.66 8.67
H 0.41 8.36 7.47
H 1.15 7.00 8.35
H -0.29 7.44 5.40
H -0.03 5.99 6.42
H -0.49 5.81 4.71
H 2.79 3.95 5.62
H 2.31 3.33 7.21
H 3.94 3.99 6.98
C -2.65 -7.84 -6.25
O -2.42 -7.32 -4.95
P -2.21 -5.76 -4.66
O -1.53 -5.48 -3.38
O -3.67 -5.10 -4.75
C -4.49 -5.26 -5.89
O -1.44 -5.20 -5.94
C -0.89 -3.89 -5.82
H -2.17 -8.82 -6.32
H -3.72 -7.97 -6.41
H -2.23 -7.20 -7.03
H -5.12 -6.14 -5.76
H -3.90 -5.36 -6.81
H -5.13 -4.39 -5.99
H -1.52 -3.25 -5.20
H -0.82 -3.45 -6.82
H 0.11 -3.96 -5.39
C -8.27 2.30 4.73
O -7.26 2.22 3.74
P -6.94 0.88 2.93
O -5.59 0.86 2.33
O -8.11 0.72 1.86
C -9.47 0.72 2.24
O -7.19 -0.31 3.98
C -6.71 -1.60 3.60
H -7.94 2.99 5.50
H -9.19 2.69 4.29
H -8.47 1.33 5.20
H -9.85 1.75 2.21
H -9.62 0.31 3.24
H -10.04 0.12 1.53
H -6.80 -1.75 2.52
H -7.31 -2.35 4.10
H -5.67 -1.70 3.91
C 5.24 -0.25 0.87
O 4.94 -0.18 2.25
P 5.87 -0.82 3.38
O 5.18 -1.05 4.66
O 7.13 0.16 3.51
C 7.92 0.52 2.39
O 6.47 -2.15 2.71
C 7.12 -3.06 3.59
H 4.30 -0.33 0.31
H 5.75 0.66 0.55
H 5.85 -1.12 0.62
H 7.52 1.43 1.95
H 7.96 -0.28 1.65
H 8.94 0.72 2.73
H 7.64 -2.53 4.40
H 7.85 -3.63 3.02
H 6.38 -3.74 4.02
C 2.73 -4.69 -9.34
O 2.42 -4.62 -7.96
P 3.36 -5.26 -6.83
O 2.67 -5.50 -5.55
O 4.61 -4.27 -6.69
C 5.40 -3.90 -7.81
O 3.98 -6.58 -7.49
C 4.64 -7.48 -6.60
H 1.79 -4.78 -9.89
H 3.23 -3.78 -9.66
H 3.35 -5.56 -9.59
H 4.98 -2.99 -8.25
H 5.45 -4.70 -8.55
H 6.41 -3.69 -7.47
H 5.15 -6.95 -5.80
H 5.38 -8.05 -7.17
H 3.91 -8.17 -6.18
*
```

E_HOMO = -3.8 eV
Frontier orbital gap = 5.142 eV

Entry from the Open Molecules 2025 dataset: a molecular structure, C45H118NNiO15 at a distorted geometry (ωB97M-V/def2-TZVPD).

ORCA input file:
```
! RIJCOSX wB97M-V def2-TZVPD def2/J DEFGRID3
* xyz 1 3
Ni -3.14 6.79 0.63
C 3.16 1.54 -0.16
C 2.04 0.81 -0.90
C 2.39 -0.70 -1.32
C 2.42 -1.73 -0.11
C 1.07 -1.73 0.58
C 0.57 -0.31 0.96
N 0.75 0.78 -0.11
O 0.17 2.08 0.28
C 1.39 0.04 2.29
C -0.91 -0.44 1.42
C 1.75 1.51 -2.31
H 4.12 1.13 -0.48
H 3.18 1.27 0.90
H 3.30 2.57 -0.48
H 3.38 -0.83 -1.76
H 1.62 -1.12 -1.97
H 3.30 -1.65 0.53
H 2.61 -2.75 -0.43
H 1.15 -2.34 1.48
H 0.36 -2.26 -0.06
H 2.40 -0.38 2.34
H 0.85 -0.41 3.12
H 1.40 1.10 2.55
H -1.02 -1.31 2.06
H -1.68 -0.49 0.65
H -1.19 0.30 2.17
H 1.17 2.43 -2.32
H 1.33 0.76 -2.99
H 2.69 1.77 -2.80
C -3.89 -3.92 9.49
C -4.67 -5.07 9.03
C -4.23 -6.54 9.52
O -6.02 -4.87 9.45
H -3.70 -3.79 10.56
H -4.21 -2.99 9.02
H -2.94 -3.93 8.96
H -4.62 -5.17 7.94
H -3.98 -6.49 10.59
H -3.36 -6.81 8.92
H -5.09 -7.20 9.45
H -6.08 -5.27 10.32
C 6.23 -10.03 5.19
C 6.11 -8.74 4.47
C 7.47 -8.18 4.00
O 5.27 -8.99 3.36
H 5.37 -10.69 5.08
H 5.97 -9.93 6.24
H 7.15 -10.58 4.97
H 5.71 -7.97 5.12
H 8.16 -8.92 3.59
H 7.96 -7.80 4.90
H 7.42 -7.51 3.14
H 5.21 -8.15 2.90
C -9.50 -2.37 3.09
C -9.46 -1.81 1.64
C -10.76 -2.03 0.92
O -9.26 -0.40 1.71
H -10.56 -2.29 3.36
H -8.91 -1.88 3.86
H -9.21 -3.42 3.12
H -8.71 -2.37 1.08
H -10.79 -1.64 -0.10
H -11.56 -1.58 1.50
H -11.03 -3.08 0.86
H -9.90 -0.06 2.35
C -2.34 -4.03 -8.16
C -2.72 -5.21 -9.13
C -2.37 -4.88 -10.57
O -2.03 -6.42 -8.80
H -3.19 -3.35 -8.03
H -1.38 -3.56 -8.36
H -2.13 -4.57 -7.23
H -3.77 -5.49 -9.02
H -2.75 -5.67 -11.23
H -1.28 -4.89 -10.58
H -2.85 -3.96 -10.90
H -2.65 -6.99 -8.33
C -6.69 3.14 -4.31
C -7.19 4.24 -3.34
C -8.69 3.99 -2.99
O -6.29 4.17 -2.23
H -7.14 3.32 -5.29
H -6.82 2.14 -3.90
H -5.65 3.08 -4.64
H -6.95 5.18 -3.83
H -9.32 4.24 -3.84
H -9.04 4.60 -2.16
H -8.82 2.95 -2.69
H -6.57 3.35 -1.81
C -5.22 -8.68 0.94
C -3.71 -8.60 0.66
C -2.89 -8.80 2.04
O -3.39 -9.59 -0.24
H -5.60 -7.83 1.50
H -5.50 -9.51 1.60
H -5.87 -8.69 0.07
H -3.48 -7.64 0.19
H -3.39 -8.17 2.78
H -1.98 -8.21 1.92
H -2.86 -9.82 2.40
H -2.45 -9.78 -0.20
C 9.60 2.72 4.26
C 9.33 2.33 5.78
C 7.83 2.51 6.28
O 9.60 0.97 6.01
H 10.65 2.53 4.02
H 9.43 3.78 4.08
H 8.99 2.07 3.64
H 9.95 2.97 6.41
H 7.08 1.85 5.84
H 7.53 3.49 5.92
H 7.76 2.42 7.36
H 10.42 0.67 5.59
C 10.41 1.63 -6.11
C 11.98 1.55 -5.87
C 12.46 2.50 -4.82
O 12.37 0.19 -5.57
H 9.98 0.72 -6.54
H 10.21 2.56 -6.65
H 9.78 1.61 -5.22
H 12.48 1.72 -6.83
H 13.50 2.42 -4.50
H 11.98 2.38 -3.85
H 12.18 3.46 -5.25
H 12.07 -0.29 -6.35
C -1.31 2.76 -11.49
C -1.31 4.17 -11.84
C 0.13 4.69 -11.88
O -1.81 4.40 -13.15
H -0.89 2.14 -12.28
H -2.27 2.29 -11.30
H -0.64 2.66 -10.63
H -1.82 4.70 -11.03
H 0.24 5.62 -12.43
H 0.82 3.94 -12.27
H 0.55 4.91 -10.90
H -1.12 4.08 -13.73
C 1.04 10.33 -3.74
C -0.35 9.78 -4.07
C -0.38 9.37 -5.56
O -0.60 8.70 -3.20
H 1.86 9.67 -4.01
H 1.02 10.44 -2.65
H 1.17 11.28 -4.24
H -1.04 10.60 -3.89
H -1.38 9.19 -5.96
H 0.21 8.48 -5.78
H 0.05 10.13 -6.22
H 0.17 8.13 -3.14
C 0.15 4.88 10.48
C -1.32 4.45 10.64
C -1.87 4.49 12.08
O -2.06 5.35 9.83
H 0.57 4.96 9.48
H 0.82 4.16 10.95
H 0.42 5.83 10.94
H -1.41 3.50 10.12
H -2.77 3.89 12.24
H -2.13 5.54 12.22
H -1.10 4.32 12.83
H -2.20 6.17 10.29
C -6.38 5.37 4.40
O -5.12 5.93 4.17
H -6.22 4.39 4.85
H -7.02 5.92 5.08
H -6.79 5.29 3.39
H -4.65 5.87 5.00
C 1.40 7.96 3.45
O 0.16 8.60 3.05
H 2.17 8.67 3.15
H 1.44 7.77 4.53
H 1.69 7.06 2.92
H 0.17 9.43 3.52
C 3.67 -7.55 -5.94
O 3.42 -7.07 -7.25
H 4.15 -6.75 -5.37
H 2.73 -7.74 -5.42
H 4.25 -8.47 -5.89
H 2.64 -7.50 -7.60
*
```

E_HOMO (spin up / spin down) = -10.7 / -11.0 eV
Frontier orbital gap (spin up / spin down) = 4.339 / 4.635 eV

| no. | E (eV) |
| --- | --- |
| 1 | -148147.2956 |
| 2 | -121804.3348 |